[1]
90
Properties=species:S:1:pos:R:3:forces:R:3 method="wB97M-V/def2-TZVPD" energy_ev=-150524.6564 charge=+1
C 0.69536 -0.91246 0.11424 -0.290 0.652 -0.044
C 0.29030 -0.09284 -1.11963 0.400 -0.507 -0.005
O 1.40635 0.62136 -1.66188 0.100 0.150 0.500
C -0.42952 -0.95542 -2.15749 -0.041 0.511 -0.137
O -1.78523 -0.47578 -2.35785 0.356 -0.506 0.296
C -2.48648 -0.55021 -1.17981 0.148 0.408 0.047
C -2.77897 -1.83918 -0.66089 -0.035 -0.123 0.062
C -3.43982 -1.99854 0.50795 -0.162 -0.208 -0.120
O -3.72593 -3.24328 0.98137 0.165 -0.137 0.106
C -3.81378 -0.83689 1.23720 0.148 -0.420 -0.279
N -4.46884 -0.82219 2.39363 -0.014 0.307 0.202
S -4.65083 0.72957 2.75800 -0.206 -0.154 0.106
N -3.95854 1.42055 1.50013 0.125 0.293 0.053
C -3.50098 0.44807 0.70626 -0.379 0.368 0.144
C -2.82357 0.61484 -0.53406 0.363 -0.054 -0.465
C -2.48831 1.93779 -1.20800 -0.098 -0.594 0.459
C -1.48882 2.85150 -0.52436 -1.075 0.352 -0.678
O -1.82591 3.22159 0.86354 0.364 0.717 -0.765
C -2.62217 4.40088 0.76544 -1.031 -0.393 0.175
O -3.79554 4.33941 0.72024 0.099 0.107 0.028
H 0.46284 -1.96344 0.00492 0.324 -0.245 0.073
H 1.75875 -0.76222 0.24999 0.676 -0.511 0.083
H 0.20866 -0.55616 1.01702 -0.238 0.059 0.077
H -0.39866 0.66132 -0.79941 -0.198 0.274 0.037
H 2.17283 0.03785 -1.63676 0.017 -0.148 -0.437
H 0.06487 -0.87369 -3.11720 0.004 -0.019 -0.151
H -0.38094 -1.98162 -1.81826 -0.446 -0.285 -0.334
H -2.48983 -2.72528 -1.20155 0.050 -0.057 -0.221
H -4.62601 -3.48935 0.74629 -0.127 -0.011 0.125
H -2.02112 1.67061 -2.15188 0.005 0.092 -0.222
H -3.39826 2.47548 -1.46102 -0.125 0.226 0.209
H -0.45790 2.47279 -0.56151 -0.251 -0.355 0.077
H -1.46536 3.78687 -1.09410 0.153 0.035 -0.189
H -2.07411 5.34734 0.70054 0.424 -0.088 0.112
Mg 0.21452 3.56508 1.04552 1.377 -0.037 1.008
Cl -0.71535 -0.52841 3.43333 -0.005 -0.609 0.776
C 2.60187 0.35967 5.37061 -0.387 0.144 0.473
C 1.70097 1.36738 4.59887 1.158 -0.065 1.699
O 1.77265 1.03295 3.26024 -1.524 -1.198 2.599
H 3.64178 0.43389 5.06299 -0.056 -0.255 -0.315
H 2.55351 0.54428 6.44400 -0.149 -0.174 0.020
H 2.29434 -0.72764 5.22404 0.248 0.106 0.037
H 1.99844 2.37001 4.90677 -0.149 0.119 -0.306
H 0.67645 1.27506 5.07732 -0.213 0.266 -0.601
Ca 2.81174 1.26051 1.60049 1.810 0.093 -2.574
C 2.60049 -4.98596 -3.60657 0.031 0.303 -0.212
C 1.42680 -4.61080 -2.75077 0.120 -0.173 -0.017
O 1.23928 -3.46171 -2.40749 -0.061 0.167 0.189
C 0.50215 -5.72098 -2.32669 -0.156 0.229 0.090
H 3.18267 -4.09769 -3.84081 -0.012 0.024 0.010
H 3.23305 -5.68723 -3.06877 -0.038 -0.165 -0.112
H 2.26109 -5.44142 -4.53856 0.005 -0.133 0.062
H 1.05538 -6.46174 -1.74991 0.031 -0.085 -0.122
H 0.06548 -6.19840 -3.20502 0.094 -0.111 0.007
H -0.29765 -5.31595 -1.70957 -0.005 0.003 0.002
C 2.72013 4.76403 7.08148 0.107 -0.140 0.028
Cl 4.42767 4.35758 7.13688 -0.009 -0.002 -0.009
Cl 2.16504 4.89444 5.40511 -0.027 0.133 -0.074
Cl 1.75846 3.55934 7.94662 -0.026 -0.004 -0.003
H 2.57707 5.72353 7.55997 -0.046 0.019 -0.002
C 8.21798 -0.27907 2.15702 0.226 -0.020 0.316
C 6.79056 -0.80310 2.37743 0.457 -0.339 -0.640
C 6.81074 -2.34096 2.24120 0.087 -0.255 0.364
O 5.96312 -0.27891 1.42082 -1.568 0.793 0.464
H 8.57918 -0.53985 1.16220 -0.122 -0.006 -0.061
H 8.25208 0.80609 2.26475 -0.073 0.018 -0.053
H 8.90982 -0.70773 2.88983 -0.022 0.002 -0.007
H 6.54181 -0.59112 3.44116 -0.319 0.173 -0.134
H 7.14508 -2.63889 1.24815 -0.062 0.125 -0.074
H 5.81584 -2.75789 2.41046 -0.046 0.067 -0.078
H 7.48944 -2.78826 2.97584 -0.003 0.039 -0.002
C 3.95039 -5.39559 0.02952 -0.390 -0.422 -0.019
O 4.71578 -4.44553 -0.12475 0.023 0.067 0.009
O 3.49260 -6.10114 -0.90771 0.257 0.220 0.245
O 3.50944 -5.77095 1.14401 0.159 0.222 0.007
Be 0.88864 -0.25069 4.29557 0.048 1.131 -1.950
C -6.23891 2.01075 -3.17782 0.336 0.132 -0.029
C -7.17262 2.27952 -4.33687 -0.238 -0.288 0.341
O -6.64401 3.29861 -5.20714 -0.092 0.101 -0.024
C -5.69999 2.90763 -6.04837 -0.171 -0.053 0.107
O -5.24741 1.80826 -6.15260 0.160 -0.082 -0.094
C -5.26968 4.09491 -6.93205 0.098 0.134 -0.091
F -5.05836 5.19187 -6.19531 0.004 0.015 0.062
F -6.22227 4.37155 -7.82602 -0.084 -0.021 -0.009
F -4.15020 3.81176 -7.58454 0.055 -0.077 -0.008
H -6.02564 2.93723 -2.64166 -0.125 -0.001 0.061
H -6.68371 1.29697 -2.48549 -0.053 0.007 -0.010
H -5.28796 1.60758 -3.52738 -0.055 -0.103 -0.040
H -8.12361 2.66437 -3.97767 0.028 0.198 -0.094
H -7.38066 1.37353 -4.90382 0.162 0.029 -0.136

***

[2]
119
Properties=species:S:1:pos:R:3:forces:R:3 method="wB97M-V/def2-TZVPD" e_above_lowest_ev=0.000 energy_ev=-99245.6837 charge=-2
Ba -0.32103 -0.02338 0.58577 -0.488 -0.146 -0.278
C 3.70639 2.87155 0.29400 0.801 -0.203 -0.249
C 2.44953 2.48061 -0.38459 -0.165 -0.436 -0.326
C 2.42376 1.98845 -1.69518 0.024 0.139 0.471
C 1.06506 1.89655 -2.02209 -0.303 0.024 1.732
N 0.33018 2.27493 -0.95515 -0.551 -0.192 0.587
N 1.17756 2.63516 0.07914 0.017 -0.683 -0.545
B 0.60887 3.10383 1.56774 -0.719 0.844 -2.614
N -0.98087 2.72174 1.76917 1.546 -0.110 -0.191
N -1.12459 1.74528 2.73469 1.028 -0.304 -0.821
C -2.25321 1.93906 3.33046 -2.096 0.220 0.638
C -2.90388 3.07898 2.76146 0.587 -0.196 -0.460
C -2.08446 3.53847 1.72994 0.098 -1.181 1.040
C -2.19351 4.70504 0.79755 0.301 -0.502 -0.113
C -2.78851 0.99628 4.44352 0.551 0.296 -0.149
C -2.08463 -0.35943 4.40084 0.051 -0.260 -0.792
C -2.54626 1.65938 5.81291 0.264 -0.091 -0.747
C -4.27133 0.73025 4.31388 -0.738 0.118 -0.490
N 1.47081 2.48333 2.58616 1.661 -1.047 2.258
N 2.15524 1.29214 2.44504 -1.424 0.558 -1.220
C 2.82162 1.09874 3.54478 1.622 -0.839 0.375
C 2.65441 2.13679 4.47451 -0.752 0.119 -1.161
C 1.76224 2.95887 3.83412 -0.716 0.057 -0.088
C 0.98470 4.06760 4.42360 0.075 0.360 -0.509
C 3.72702 -0.12322 3.56797 1.091 1.131 0.831
C 2.86863 -1.29818 3.31646 -1.404 -0.435 0.590
C 4.45346 -0.28281 4.94754 -1.458 -0.486 -1.255
C 4.81934 0.02156 2.47532 0.281 -0.923 1.753
C 0.35753 1.76598 -3.33522 -0.155 -1.106 0.163
C -1.11715 1.33339 -3.14152 -0.343 0.702 0.309
C 0.90892 0.65696 -4.24438 0.253 1.165 -1.687
C 0.58876 3.16770 -3.87970 -2.085 -0.131 -1.039
H 4.20907 3.55615 -0.41085 -0.121 0.230 0.712
H 4.41927 2.03257 0.36453 -0.499 0.083 0.070
H 3.55859 3.25933 1.29753 0.086 0.328 -0.109
H 3.30701 1.77619 -2.29756 -0.384 0.072 0.070
H 0.72865 4.31526 1.58304 -0.291 -0.192 0.130
H -3.82813 3.47945 3.09450 -0.673 0.277 -0.049
H -3.21414 5.03382 0.64873 -0.263 -0.163 0.056
H -1.71594 4.56325 -0.18975 -0.157 -0.241 0.604
H -1.67831 5.48579 1.31370 0.467 0.951 0.057
H -0.99549 -0.33282 4.46560 0.010 0.346 -0.061
H -2.34365 -0.90577 3.45220 0.095 0.237 0.995
H -2.41104 -0.91032 5.27830 -0.158 -0.460 -0.161
H -1.45200 1.74090 5.87100 -0.284 0.139 0.709
H -3.01000 1.05987 6.61437 0.480 0.179 -0.210
H -3.00791 2.64914 5.80114 0.143 0.075 0.194
H -4.51061 0.31496 3.34774 -0.026 -0.068 -0.581
H -4.88170 1.62900 4.43343 0.064 0.065 0.082
H -4.63864 -0.02701 5.00801 0.285 0.121 0.351
H 3.03839 2.33584 5.44073 0.370 -0.248 0.634
H 0.95014 4.83006 3.62646 -0.443 0.187 0.784
H 1.44546 4.41893 5.34644 0.114 0.217 -0.182
H -0.01185 3.69689 4.69356 -0.022 0.269 -0.310
H 2.06383 -1.37490 4.09193 0.627 -0.155 -0.613
H 3.44853 -2.19437 3.29467 0.269 -0.844 -0.006
H 2.39353 -1.15143 2.35993 -0.278 -0.266 -0.427
H 3.71100 -0.33081 5.71647 -0.559 -0.132 0.629
H 5.05109 0.55132 5.15701 1.124 1.262 0.224
H 5.04029 -1.19147 5.00079 0.163 -0.181 -0.206
H 4.42125 -0.09448 1.48502 -0.204 0.473 -0.509
H 5.46224 -0.87514 2.65320 0.074 0.834 -0.307
H 5.35648 0.96872 2.68430 -0.064 -0.603 -0.627
H -1.17031 0.41576 -2.54470 0.075 0.123 -0.352
H -1.62998 1.13760 -4.10543 0.421 0.123 0.385
H -1.72337 2.04905 -2.58016 0.128 0.239 -0.142
H 0.59330 -0.30922 -3.88269 0.304 -0.416 0.222
H 1.99109 0.72178 -4.50118 -0.630 -0.178 0.556
H 0.37049 0.79735 -5.22554 0.509 -0.234 0.723
H 0.24498 3.88497 -3.14538 0.066 0.270 0.210
H -0.04137 3.33193 -4.77936 0.552 -0.063 0.149
H 1.62118 3.30572 -4.08210 0.908 0.284 -0.360
C -0.83319 -4.18982 -6.51986 -0.572 2.058 0.859
C -1.33447 -2.87933 -6.32059 0.001 -0.455 -1.063
C -1.45695 -2.39886 -5.04965 -0.073 0.934 0.010
C -0.99471 -3.10927 -3.96709 0.500 -0.795 0.133
C -0.43672 -4.37336 -4.17040 -0.362 -0.155 0.690
C -0.42401 -4.93405 -5.43596 0.457 0.133 -0.371
P -1.27373 -2.19755 -2.43705 -0.142 -0.117 0.735
C -0.29539 -3.17548 -1.26697 -0.299 -0.179 0.359
C 1.08888 -3.16972 -1.46210 -0.152 -0.507 0.776
C 1.90409 -3.98238 -0.68965 -1.292 -0.452 0.336
C 1.30944 -4.88750 0.20973 0.729 1.344 -0.217
C -0.04828 -4.83448 0.43817 -1.261 -0.509 0.813
C -0.87285 -3.95345 -0.24355 0.415 0.321 -1.273
C -2.96474 -2.79739 -2.11358 -0.591 -0.327 0.430
C -3.57032 -3.86891 -2.73870 -0.183 1.454 0.781
C -4.93864 -4.10994 -2.53516 -0.494 -0.333 -0.268
C -5.71684 -3.31765 -1.73829 1.595 0.905 0.321
C -5.11462 -2.20783 -1.05351 0.233 -0.281 0.184
C -5.85140 -1.29522 -0.23999 0.163 -0.453 -0.173
C -5.17285 -0.31888 0.43832 -1.144 -0.426 0.841
C -3.78885 -0.26132 0.41807 1.420 0.610 -0.058
C -2.98482 -1.01109 -0.41861 0.377 -0.248 0.504
C -3.69620 -2.02532 -1.14945 -0.160 0.719 -0.748
H -0.67289 -4.53693 -7.49082 0.042 -0.625 -1.428
H -1.60403 -2.16552 -7.11762 0.160 -0.886 0.062
H -1.85004 -1.39236 -4.86193 0.088 -0.310 -0.232
H -0.06622 -4.95199 -3.32515 -0.031 0.183 -0.083
H 0.01628 -5.89895 -5.65356 -0.031 -0.131 0.369
H 1.55049 -2.58141 -2.22158 0.113 0.595 -0.539
H 2.95483 -3.87629 -0.79767 0.827 -0.270 -0.038
H 1.95162 -5.45558 0.84733 0.146 -0.578 0.223
H -0.55745 -5.43498 1.20726 0.707 0.143 -0.308
H -1.95969 -3.91412 -0.09803 0.589 -0.102 0.172
H -3.04204 -4.48412 -3.41033 0.580 -0.579 -0.758
H -5.37166 -4.91645 -3.12026 -0.157 -0.082 0.281
H -6.74174 -3.49675 -1.56236 -1.098 -0.263 -0.103
H -6.92086 -1.44273 -0.09659 0.118 0.112 -0.161
H -5.68693 0.31904 1.15687 -0.184 0.028 -0.292
H -3.33644 0.47556 1.11224 -0.133 -0.082 -0.311
I -1.03254 -4.65892 3.90620 -0.011 0.153 0.175
F 5.09138 0.24889 -6.82481 -0.265 -0.580 0.737
Te 5.92538 1.07829 -5.33165 -0.983 2.261 -1.678
F 7.39715 1.06470 -6.50873 0.514 -0.464 0.257
F 7.09791 1.76938 -4.04817 0.115 -0.136 0.802
F 4.54772 0.44936 -4.08292 0.065 1.381 -0.740
F 6.49353 -0.54488 -4.69479 1.056 -1.193 -0.419
O 5.45739 2.74017 -5.89539 -0.521 -1.219 1.065

***

[3]
54
Properties=species:S:1:pos:R:3:forces:R:3 method="wB97M-V/def2-TZVPD" e_above_lowest_ev=0.472 energy_ev=-61579.8346
C -1.48882 -3.22590 2.41641 -0.105 0.076 0.075
C -0.57058 -3.05572 1.26188 -0.081 0.001 -0.399
C -1.05105 -2.79140 -0.02655 0.292 -0.013 0.012
C -0.11112 -2.57804 -1.01269 -0.335 -0.096 0.138
N 1.19575 -2.65108 -0.78066 0.155 -0.078 -0.078
C 1.54177 -2.94616 0.46002 0.010 0.136 -0.498
S 3.24688 -3.13840 0.82419 0.508 -0.044 -0.040
C 4.00013 -2.46556 -0.71633 -0.256 -0.093 0.624
C 3.95147 -0.98113 -0.62152 -0.564 0.080 -0.542
C 3.02547 -0.20758 -1.22896 0.308 -0.023 0.080
C 2.93286 1.21902 -0.99180 0.350 -0.024 0.056
O 2.14882 1.96910 -1.55009 0.139 -0.021 -0.127
C 3.89769 1.67195 0.03193 0.092 -0.590 -0.088
O 3.96214 2.98480 0.40914 0.523 -0.067 -0.009
C 2.85813 3.75873 0.60282 -0.294 0.468 0.093
O 2.99431 4.94816 0.62672 -0.008 -0.357 -0.050
C 1.55313 3.07451 0.82020 -0.353 -0.084 0.203
C 0.42201 3.68761 0.28356 0.109 -0.099 0.155
C -0.80884 3.06937 0.38193 0.079 0.232 -0.039
C -0.90010 1.84479 1.01695 -0.408 -0.345 -0.132
S -2.49096 1.02592 1.05049 0.134 0.311 -0.150
O -2.27704 -0.37407 1.32932 0.158 0.097 -0.160
O -3.39321 1.72924 1.91097 -0.122 0.243 -0.061
N -2.98157 1.29519 -0.53179 0.387 0.094 1.116
C -4.40525 1.09137 -0.75676 -0.621 -0.094 0.147
C -4.50378 -0.33382 -1.29573 0.021 0.117 -0.066
C -3.27887 -0.40237 -2.20888 -0.051 0.045 0.143
C -2.24338 0.48508 -1.49473 0.660 -0.181 -0.485
C 0.19991 1.25225 1.60454 -0.112 -0.197 0.078
C 1.43396 1.87529 1.51867 -0.019 0.290 0.082
C 4.81694 0.81760 0.53241 -0.380 0.970 0.020
O 4.87896 -0.47911 0.21397 0.088 -0.323 -0.018
N 0.73293 -3.13688 1.48778 0.166 -0.067 0.446
H -0.92152 -3.43323 3.31840 -0.003 -0.030 0.032
H -2.05570 -2.30209 2.53154 -0.069 -0.057 0.107
H -2.19261 -4.03396 2.22665 -0.079 -0.065 0.023
H -2.10808 -2.73216 -0.21683 -0.161 0.061 -0.056
H -0.38261 -2.34241 -2.03462 -0.169 0.016 -0.037
H 5.02367 -2.83403 -0.72044 0.009 -0.008 -0.070
H 3.42497 -2.83990 -1.55798 0.148 0.079 -0.031
H 2.31175 -0.65022 -1.90332 0.004 -0.104 -0.013
H 0.53716 4.62971 -0.22872 -0.019 0.069 -0.053
H -1.69912 3.50729 -0.03886 -0.033 0.121 -0.118
H -4.74508 1.81771 -1.50173 -0.023 -0.027 0.089
H -4.93540 1.25654 0.17926 -0.174 0.065 -0.136
H -4.40348 -1.03886 -0.46956 -0.055 -0.032 0.016
H -5.43668 -0.52423 -1.82164 -0.047 -0.043 0.016
H -2.91648 -1.41832 -2.35001 0.034 -0.039 -0.082
H -3.51989 0.01876 -3.18532 0.027 -0.050 -0.037
H -1.71472 1.14272 -2.18950 0.024 -0.111 0.034
H -1.50442 -0.10941 -0.95210 0.043 -0.030 -0.242
H 0.08121 0.30559 2.10899 0.065 -0.120 0.067
H 2.29109 1.42781 2.00055 0.008 -0.043 -0.026
H 5.57726 1.11994 1.23790 0.001 -0.013 -0.011

***

no.,M (g mol⁻¹),lowest unoccupied orbital energy (Eh)
1,890.86,-0.2326
2,1237.60,0.1250
3,487.56,0.0002